Record 1
C45H63N5O2P2S3TeTi | ωB97M-V/def2-TZVPD

Summary:
* charge: -2
* largest force on an atom: 1.016 eV/Å
* expectation value of S²: 2.007
* ΔE to the lowest compared entry with this formula, charge and spin: 0.00 kcal per mole
* multiplicity: 3
* orbital gap (spin up / spin down): 5.674 / 5.960 eV
* highest occupied orbital energy (spin up / spin down): -0.0642 / -0.0747 Ha
* E_LUMO (spin up / spin down): 0.1443 / 0.1443 Ha

Element x y z (Å)
Ti (-0.091, -0.118, 0.472)
C (-1.862, -3.332, -1.373)
P (-1.605, -1.525, -1.382)
C (-1.378, -1.203, -3.167)
C (-3.327, -0.943, -1.133)
C (-3.740, -1.071, 0.330)
P (-2.668, 0.040, 1.346)
C (-3.287, -0.240, 3.036)
C (-3.451, 1.644, 0.963)
H (-2.727, -3.568, -2.001)
H (-2.025, -3.685, -0.356)
H (-0.967, -3.816, -1.760)
H (-2.218, -1.599, -3.744)
H (-0.461, -1.686, -3.499)
H (-1.295, -0.127, -3.331)
H (-3.998, -1.499, -1.801)
H (-3.328, 0.107, -1.445)
H (-3.634, -2.101, 0.684)
H (-4.786, -0.775, 0.471)
H (-4.358, -0.022, 3.073)
H (-2.749, 0.432, 3.707)
H (-3.111, -1.273, 3.335)
H (-2.980, 2.091, 0.085)
H (-3.311, 2.321, 1.803)
H (-4.521, 1.509, 0.794)
C (3.018, 3.832, 0.374)
C (3.079, 2.439, 1.001)
C (3.936, 2.499, 2.264)
C (3.532, 1.423, -0.015)
C (4.890, 1.150, -0.150)
C (5.366, 0.365, -1.181)
C (4.485, -0.121, -2.128)
C (3.117, 0.113, -2.033)
C (2.228, -0.335, -3.179)
C (2.654, -1.656, -3.820)
C (2.201, 0.732, -4.279)
C (2.638, 0.845, -0.927)
N (1.206, 1.108, -0.832)
C (0.883, 2.120, -1.590)
C (-0.337, 2.680, -2.052)
C (-0.239, 3.714, -3.007)
C (-1.524, 4.000, -3.419)
C (-2.361, 3.136, -2.678)
N (-1.661, 2.326, -1.863)
C (-3.871, 3.065, -2.860)
C (-4.612, 2.948, -1.530)
C (-4.209, 1.849, -3.733)
C (-4.375, 4.330, -3.563)
H (2.624, 4.544, 1.101)
H (2.373, 3.866, -0.503)
H (4.017, 4.161, 0.074)
H (2.059, 2.194, 1.296)
H (4.892, 2.997, 2.080)
H (4.131, 1.510, 2.669)
H (3.404, 3.071, 3.025)
H (5.581, 1.573, 0.568)
H (6.425, 0.149, -1.259)
H (4.862, -0.702, -2.960)
H (1.216, -0.451, -2.786)
H (3.576, -1.539, -4.395)
H (1.885, -1.982, -4.525)
H (2.789, -2.434, -3.078)
H (3.205, 0.865, -4.689)
H (1.846, 1.699, -3.927)
H (1.542, 0.415, -5.091)
H (1.721, 2.674, -2.031)
H (0.681, 4.171, -3.342)
H (-1.832, 4.741, -4.137)
H (-4.397, 2.012, -1.026)
H (-5.692, 2.999, -1.702)
H (-4.333, 3.755, -0.851)
H (-5.287, 1.784, -3.912)
H (-3.700, 1.912, -4.696)
H (-3.887, 0.933, -3.243)
H (-4.092, 5.224, -3.008)
H (-5.465, 4.303, -3.643)
H (-3.970, 4.416, -4.570)
C (0.333, -1.165, 5.049)
N (1.233, -2.101, 4.420)
C (1.172, -3.517, 4.761)
C (1.900, -4.202, 3.588)
N (2.327, -3.072, 2.775)
C (1.771, -1.931, 3.206)
S (1.858, -0.468, 2.347)
H (-0.699, -1.459, 4.834)
H (0.502, -0.168, 4.641)
H (0.508, -1.165, 6.126)
H (0.123, -3.822, 4.811)
H (1.653, -3.695, 5.728)
H (1.215, -4.830, 3.015)
H (2.761, -4.792, 3.913)
H (2.502, -3.148, 1.785)
O (4.120, -8.667, 0.952)
C (4.743, -7.498, 0.622)
O (5.952, -7.474, 0.605)
C (3.877, -6.344, 0.305)
C (4.490, -5.152, -0.100)
C (3.742, -4.040, -0.412)
C (2.332, -4.047, -0.344)
S (1.382, -2.661, -0.710)
C (1.727, -5.255, 0.080)
C (2.474, -6.366, 0.390)
H (3.168, -8.539, 0.899)
H (5.569, -5.117, -0.157)
H (4.232, -3.120, -0.706)
H (0.649, -5.271, 0.178)
H (1.923, -7.242, 0.724)
Te (-0.187, 2.220, 2.763)
C (-1.637, 3.759, 2.807)
C (-1.781, 4.666, 1.754)
C (-2.731, 5.672, 1.795)
C (-3.568, 5.805, 2.895)
C (-3.438, 4.915, 3.949)
C (-2.488, 3.906, 3.904)
H (-1.145, 4.563, 0.884)
H (-2.822, 6.354, 0.957)
H (-4.316, 6.589, 2.926)
H (-4.088, 5.000, 4.815)
H (-2.404, 3.213, 4.731)
S (-1.145, -2.998, 2.201)
C (-2.570, -3.864, 2.403)
N (-3.559, -4.455, 2.542)

Results of the Löwdin charge analysis, in e, for atoms 1 through 6: Ti 0.2414; C -0.2949; P 0.7792; C -0.2643; C -0.4327; C -0.4099



Record 2
C6H15N3O3 | ωB97M-V/def2-TZVPD

Summary:
* largest force on an atom: 5.014 eV/Å
* ΔE to the lowest compared entry with this formula, charge and spin: 211.60 kcal per mole
* orbital gap (spin up / spin down): 8.890 / 8.755 eV
* highest occupied orbital energy (spin up / spin down): -0.3065 / -0.3037 Ha
* E_LUMO (spin up / spin down): 0.0202 / 0.0181 Ha

Element x y z (Å)
C (0.026, 2.246, 0.647)
C (2.539, -1.762, -0.885)
C (-3.612, 0.130, -0.655)
C (1.417, 1.596, 0.537)
C (2.596, -0.464, -0.085)
C (-1.933, -1.155, 0.438)
N (1.386, 0.225, -0.014)
N (-0.691, -0.688, -0.135)
N (0.307, -0.468, 0.666)
O (-0.587, -0.475, -1.370)
O (0.423, -0.797, 1.825)
O (-2.858, -0.125, 0.448)
H (-0.484, 1.797, 1.385)
H (0.046, 3.334, 0.785)
H (-0.412, 2.234, -0.385)
H (1.819, -1.534, -1.745)
H (3.469, -1.993, -1.300)
H (2.302, -2.732, -0.341)
H (-4.237, 0.919, -0.487)
H (-4.393, -0.611, -0.771)
H (-3.211, 0.280, -1.705)
H (2.033, 2.368, -0.129)
H (1.786, 1.585, 1.585)
H (3.057, -0.650, 0.920)
H (3.149, 0.179, -0.640)
H (-1.733, -1.407, 1.486)
H (-2.206, -2.030, -0.075)

Results of the Löwdin charge analysis, in e, for atoms 1 through 6: C -0.0843; C -0.0703; C -0.1365; C -0.1989; C -0.2657; C -0.1224



Record 3
C17H8F7IrN3O2S | ωB97M-V/def2-TZVPD

Summary:
* charge: -1
* largest force on an atom: 0.486 eV/Å
* ΔE to the lowest compared entry with this formula, charge and spin: 0.00 kcal per mole
* orbital gap: 7.279 eV
* highest occupied orbital energy: -0.1842 Ha
* E_LUMO: 0.0833 Ha

Element x y z (Å)
Ir (-1.156, 0.578, 0.112)
F (-6.357, -4.233, 0.280)
C (-5.169, -3.632, 0.124)
C (-5.004, -2.301, 0.451)
F (-6.040, -1.604, 0.932)
C (-3.772, -1.692, 0.284)
F (-3.690, -0.397, 0.628)
C (-2.657, -2.364, -0.205)
S (-1.055, -1.692, -0.430)
C (-2.866, -3.709, -0.523)
F (-1.851, -4.443, -0.999)
C (-4.084, -4.338, -0.368)
F (-4.226, -5.631, -0.689)
N (-1.185, 2.664, 0.453)
N (-1.877, 3.346, -0.562)
C (-2.721, 2.591, -1.421)
O (-3.511, 3.223, -2.099)
O (-2.537, 1.321, -1.392)
H (-1.595, 2.806, 1.374)
H (-0.213, 2.962, 0.486)
H (-2.183, 4.280, -0.345)
F (-0.167, 1.296, 2.675)
C (-0.750, 0.203, 2.023)
F (-1.968, 0.051, 2.683)
H (-0.145, -0.667, 2.281)
N (8.722, 1.012, -0.866)
C (7.581, 0.955, -0.734)
C (6.157, 0.884, -0.569)
C (5.352, 0.427, -1.613)
C (3.983, 0.361, -1.452)
C (3.379, 0.747, -0.248)
C (4.202, 1.200, 0.792)
C (5.572, 1.271, 0.636)
C (1.965, 0.680, -0.087)
C (0.758, 0.601, 0.022)
H (5.809, 0.125, -2.547)
H (3.355, 0.007, -2.258)
H (3.744, 1.494, 1.727)
H (6.198, 1.621, 1.446)

Results of the Löwdin charge analysis, in e, for atoms 1 through 6: Ir 1.0797; F 0.1039; C -0.1502; C -0.1466; F 0.1127; C -0.2228